[1]
66
Properties=species:S:1:pos:R:3:forces:R:3:mulliken_charge:R:1 method="wB97M-V/def2-TZVPD" orbital_gap_ev=4.406 relative_energy_kj_mol=1716.3 e_homo_ev=-7.407 total_charge=0
Y 25.698 -10.545 -4.435 -0.0591 -0.0856 -1.1415 1.078
P 25.211 -11.174 -8.589 -0.3886 1.0443 -4.7217 0.720
O 24.147 -10.356 -7.825 -0.9826 -0.0306 0.2593 -0.351
O 25.159 -12.389 -7.664 -0.3518 -0.9423 0.1707 -0.347
O 26.453 -10.504 -7.975 1.0318 0.1381 -0.1105 -0.412
O 25.029 -11.238 -10.182 0.7687 -0.0913 5.5988 -0.616
C 30.187 -15.729 -3.843 -2.2544 1.1589 -0.2945 0.200
O 29.080 -15.125 -3.770 3.1869 -1.5292 0.0579 -0.647
N 30.372 -16.883 -4.508 -1.1519 -1.3304 -1.2258 0.116
C 31.580 -17.673 -4.560 1.4909 1.2381 0.8691 -0.969
C 29.241 -17.523 -5.183 -0.4365 0.3480 -1.0911 -0.981
H 31.158 -15.395 -3.443 -0.2991 0.4697 0.3384 0.289
H 32.438 -17.050 -4.306 -0.0692 0.3835 0.7449 0.333
H 31.969 -17.945 -5.541 -1.1118 -0.5426 -0.3181 0.347
H 31.573 -18.480 -3.827 -0.0995 -0.3264 -0.3901 0.330
H 29.579 -18.042 -6.080 0.4792 -0.3541 0.2910 0.348
H 28.641 -18.215 -4.593 0.2494 0.0821 0.3576 0.295
H 28.562 -16.808 -5.648 -0.0132 0.4331 0.6658 0.332
C 26.149 -10.911 2.242 1.6104 -1.4099 -1.2544 0.151
O 25.912 -10.952 1.037 -0.3057 -0.1582 1.3007 -0.589
N 26.413 -12.023 3.030 -0.0546 0.5492 1.0719 0.097
C 26.617 -11.906 4.507 0.7912 0.4139 -1.0104 -0.908
C 26.351 -13.416 2.594 -1.6434 0.3735 -0.0985 -0.936
H 26.473 -9.961 2.694 -0.6404 -0.0459 0.5389 0.272
H 26.445 -10.877 4.821 -0.3785 -0.1824 0.0817 0.310
H 27.651 -12.115 4.780 0.3486 0.0196 -0.3355 0.316
H 26.085 -12.649 5.102 -0.7478 0.2558 -0.3563 0.311
H 25.424 -13.809 3.012 0.0105 -0.4205 0.4702 0.353
H 26.124 -13.541 1.535 0.8757 0.4017 -0.1376 0.320
H 27.181 -14.007 2.981 0.1352 0.2093 -0.3272 0.295
C 19.474 -9.588 -2.727 -1.1567 2.4281 1.2576 0.189
O 20.659 -9.583 -2.463 -0.2467 -0.8309 -0.6400 -0.602
N 18.673 -8.508 -2.320 -1.1798 -1.3344 -0.7900 0.085
C 17.181 -8.421 -2.456 0.6592 -1.6074 0.6033 -0.888
C 19.254 -7.375 -1.685 0.4139 1.4088 -0.6086 -0.956
H 18.853 -10.340 -3.239 0.4850 -0.2595 -0.0744 0.268
H 16.764 -8.672 -1.481 -0.1267 0.3688 0.2490 0.355
H 16.768 -9.215 -3.078 0.4490 -0.0407 -0.3768 0.272
H 16.717 -7.493 -2.792 0.8103 0.2775 -0.1081 0.317
H 18.593 -6.927 -0.943 0.0699 -0.4136 0.3383 0.323
H 20.276 -7.502 -1.328 -0.3336 -0.4882 0.1727 0.301
H 19.323 -6.615 -2.463 0.1982 0.4815 -0.0386 0.327
C 32.039 -8.092 -3.573 -2.3389 -3.1401 0.8680 0.231
O 31.086 -8.896 -3.711 1.1962 2.1957 -0.0556 -0.651
N 33.276 -8.433 -3.929 1.5433 1.6240 1.7856 0.093
C 34.407 -7.643 -3.363 0.5471 -0.1574 -1.6500 -0.894
C 33.601 -9.688 -4.525 -0.0661 -0.7158 -0.3129 -0.952
H 31.963 -7.184 -2.954 -0.0727 0.1633 -0.4924 0.260
H 34.936 -7.236 -4.225 -0.0681 0.6746 -0.0519 0.333
H 35.231 -8.209 -2.928 -0.6064 -0.7894 0.4462 0.306
H 34.161 -6.846 -2.661 -0.5288 -0.1916 -0.2616 0.299
H 34.218 -10.297 -3.863 0.4096 0.2242 0.0352 0.330
H 32.718 -10.310 -4.673 -0.1662 0.5078 -0.2401 0.322
H 34.107 -9.484 -5.468 0.1109 -0.4037 -0.0665 0.307
C 24.421 -4.200 -4.431 -0.2964 0.0936 0.6344 0.173
O 24.986 -5.233 -4.203 0.7669 -0.9203 0.0422 -0.601
N 24.363 -3.152 -3.572 -1.8161 1.5500 0.6934 0.103
C 23.421 -2.071 -3.867 0.9192 0.6164 -1.1334 -0.900
C 25.008 -3.039 -2.278 1.7792 -0.7087 -0.8031 -0.971
H 23.863 -4.037 -5.366 -0.0067 0.1906 0.0140 0.275
H 23.979 -1.140 -3.968 0.2416 0.1588 -0.0980 0.335
H 22.633 -1.784 -3.170 -0.0712 -0.9980 0.3940 0.310
H 23.009 -2.267 -4.857 -0.3216 0.0708 0.1576 0.266
H 25.494 -2.067 -2.186 -0.6624 0.4469 0.0977 0.356
H 24.439 -3.302 -1.386 -0.3053 0.0495 -0.2735 0.289
H 25.906 -3.655 -2.337 -0.2193 -0.6006 0.2823 0.334

---

[2]
93
Properties=species:S:1:pos:R:3:forces:R:3:mulliken_charge:R:1 method="wB97M-V/def2-TZVPD" orbital_gap_ev=8.285 relative_energy_kj_mol=2.5 e_homo_ev=-8.401 total_charge=0
In -1.201 -0.114 0.049 0.0749 0.1814 -0.1998 1.647
C 5.704 0.865 2.091 -0.0035 -0.0071 -0.0033 -1.598
C 5.568 0.089 0.773 -0.0032 0.0143 0.0015 2.091
C 6.310 0.838 -0.342 -0.0182 -0.0104 0.0033 -1.552
C 6.207 -1.287 0.948 0.0014 0.0049 -0.0068 -2.167
C 4.090 -0.010 0.413 0.0244 -0.0413 0.0023 0.582
C 3.409 -1.213 0.295 0.0081 0.0182 -0.0096 -0.920
C 2.051 -1.211 0.012 -0.0349 0.0531 -0.0055 -1.013
N 1.349 -0.098 -0.189 0.0587 0.0289 0.0141 0.533
C 2.001 1.070 -0.119 -0.0558 -0.1030 -0.0156 -0.586
C 3.347 1.147 0.193 -0.0218 0.0313 0.0146 -0.566
C 1.196 2.286 -0.408 0.0857 -0.0309 0.0110 -0.456
C 1.779 3.460 -0.857 0.0568 -0.0015 0.0028 -0.662
C 0.994 4.568 -1.159 0.0067 0.0324 -0.0182 0.283
C -0.378 4.415 -1.010 -0.0172 -0.0354 0.0025 -0.974
C -0.886 3.202 -0.577 -0.0226 0.0330 -0.0238 -1.029
N -0.121 2.164 -0.261 -0.1185 -0.0144 0.0222 0.403
C 1.647 5.857 -1.648 0.0030 0.0020 0.0140 2.001
C 2.628 6.356 -0.578 -0.0154 -0.0139 -0.0015 -1.548
C 0.616 6.954 -1.914 0.0069 -0.0114 -0.0018 -2.173
C 2.408 5.573 -2.951 -0.0189 -0.0130 0.0039 -1.594
H 6.757 0.946 2.366 0.0054 0.0001 0.0008 0.450
H 5.177 0.353 2.898 -0.0014 0.0002 0.0039 0.372
H 5.300 1.874 2.010 -0.0018 0.0039 -0.0026 0.312
H 7.371 0.911 -0.098 0.0059 -0.0007 0.0050 0.440
H 5.927 1.851 -0.473 0.0021 0.0033 -0.0033 0.324
H 6.213 0.313 -1.294 0.0029 0.0000 -0.0083 0.378
H 7.261 -1.165 1.203 0.0055 -0.0035 0.0007 0.438
H 6.153 -1.876 0.030 -0.0010 -0.0046 0.0001 0.405
H 5.734 -1.853 1.751 -0.0006 -0.0045 0.0021 0.405
H 3.904 -2.162 0.434 0.0000 -0.0036 0.0147 0.578
H 1.485 -2.130 -0.045 0.0061 0.0098 -0.0084 0.437
H 3.813 2.117 0.290 -0.0028 0.0097 -0.0122 0.761
H 2.849 3.498 -1.002 0.0043 0.0008 0.0041 0.779
H -1.067 5.213 -1.245 -0.0029 0.0015 0.0036 0.523
H -1.953 3.037 -0.492 0.0102 -0.0041 0.0046 0.826
H 2.109 6.557 0.361 0.0028 0.0035 0.0053 0.381
H 3.104 7.279 -0.912 0.0034 0.0044 -0.0018 0.437
H 3.414 5.626 -0.381 0.0042 0.0043 0.0002 0.320
H 0.058 7.209 -1.012 -0.0044 -0.0008 0.0022 0.409
H -0.092 6.660 -2.690 -0.0014 0.0076 -0.0032 0.409
H 1.128 7.855 -2.254 -0.0007 0.0033 -0.0032 0.439
H 3.193 4.831 -2.808 0.0032 -0.0083 0.0036 0.319
H 2.876 6.490 -3.314 0.0005 0.0050 -0.0011 0.451
H 1.731 5.204 -3.723 0.0034 -0.0012 -0.0068 0.368
O -2.585 1.406 1.060 -0.0282 -0.0825 -0.0020 -0.637
N -2.043 2.075 2.058 -0.0242 0.0077 0.0074 0.480
C -2.522 3.316 2.300 -0.0239 0.0268 -0.0207 -0.186
C -2.034 4.085 3.318 -0.0115 0.0344 0.0116 -0.905
C -1.007 3.570 4.111 0.0140 0.0037 0.0185 -0.160
C -0.527 2.312 3.850 0.0038 -0.0167 -0.0094 -0.968
C -1.050 1.527 2.810 0.0378 0.0327 0.0488 0.843
S -0.499 -0.066 2.489 0.0176 -0.0530 0.0188 -0.459
H -3.316 3.611 1.631 0.0055 -0.0022 0.0082 0.473
H -2.449 5.068 3.486 -0.0043 0.0015 -0.0030 0.430
H -0.595 4.153 4.922 0.0052 -0.0007 0.0039 0.411
H 0.267 1.879 4.440 0.0053 -0.0007 0.0031 0.450
Cl 0.485 -5.097 -6.035 -0.0022 0.0040 0.0010 -0.231
C -0.001 -4.556 -4.453 0.0093 -0.0046 0.0168 0.518
C -0.839 -5.355 -3.691 -0.0089 -0.0010 0.0056 -0.824
C -1.219 -4.918 -2.433 0.0268 -0.0164 -0.0107 -0.320
C -0.767 -3.701 -1.937 -0.0343 -0.0080 -0.0210 0.078
C 0.066 -2.912 -2.721 0.0103 0.0532 -0.0049 0.518
C 0.454 -3.335 -3.984 -0.0107 0.0001 -0.0078 -1.167
C -1.212 -3.259 -0.565 -0.0178 0.0754 0.0633 0.187
O -2.026 -3.933 0.051 -0.0479 -0.0217 0.0332 -0.652
O -0.657 -2.176 -0.120 0.0641 -0.0496 -0.0480 -0.667
H -1.185 -6.301 -4.084 0.0019 -0.0076 0.0002 0.427
H -1.873 -5.516 -1.813 -0.0118 -0.0121 -0.0055 0.518
H 0.387 -1.947 -2.352 0.0027 -0.0203 0.0007 0.335
H 1.094 -2.724 -4.604 0.0009 0.0057 -0.0016 0.436
S -6.766 -4.052 0.660 0.0131 0.0107 0.0438 -0.272
C -5.423 -2.905 0.535 0.0042 0.0283 -0.0975 0.390
C -4.657 -2.551 1.638 -0.0407 0.0189 0.0489 -0.840
C -3.599 -1.686 1.457 0.0415 -0.0295 -0.0367 -0.095
N -3.295 -1.158 0.270 -0.0588 0.0219 -0.0335 0.036
C -4.055 -1.462 -0.779 0.0168 -0.0285 -0.0122 -0.409
C -5.127 -2.334 -0.692 0.0128 0.0044 0.0024 -0.736
C -5.938 -5.489 1.281 -0.0403 -0.0417 -0.0210 0.407
C -6.723 -6.451 1.906 0.0201 -0.0448 0.0516 -0.424
C -6.115 -7.617 2.343 -0.0333 0.0417 -0.0138 -0.372
N -4.817 -7.872 2.210 0.0357 0.0305 -0.0316 -0.595
C -4.082 -6.935 1.610 0.0001 -0.0895 0.0429 -0.382
C -4.581 -5.738 1.121 -0.0307 0.0908 -0.0040 -0.238
H -4.863 -2.963 2.616 0.0096 -0.0197 -0.0088 0.405
H -2.948 -1.416 2.278 -0.0100 0.0101 0.0281 0.434
H -3.767 -1.017 -1.723 0.0161 0.0069 -0.0012 0.469
H -5.691 -2.590 -1.578 -0.0118 -0.0043 0.0088 0.438
H -7.782 -6.294 2.065 -0.0052 -0.0014 -0.0146 0.380
H -6.708 -8.381 2.834 0.0024 -0.0116 0.0061 0.343
H -3.026 -7.151 1.504 0.0158 0.0117 0.0006 0.443
H -3.910 -5.033 0.646 0.0197 -0.0291 -0.0121 0.560
Cl -1.636 0.347 -2.296 0.0035 -0.0671 0.1407 -0.534

---

[3]
99
Properties=species:S:1:pos:R:3:forces:R:3:mulliken_charge:R:1 method="wB97M-V/def2-TZVPD" orbital_gap_ev="6.354 / 5.351" multiplicity=2 relative_energy_kj_mol=30.9 e_homo_ev="-10.841 / -10.913" total_charge=+1
W -0.483 0.394 -0.995 -0.0670 0.4555 1.0737 0.355
Br -4.130 -1.736 5.804 -0.0097 -0.0107 -0.0032 -0.158
C -3.133 -0.134 5.828 0.0097 -0.0100 -0.0061 -0.319
C -3.776 1.076 6.034 0.0088 0.0108 0.0062 -0.458
C -3.027 2.241 6.046 -0.0199 -0.0016 0.0088 -0.199
C -1.663 2.198 5.790 0.0654 0.0110 -0.0567 -0.026
C -1.018 0.978 5.625 0.0126 0.0748 -0.0458 -0.184
C -1.758 -0.192 5.655 -0.0232 0.0158 0.0023 -0.203
N -0.976 3.461 5.823 0.0526 -0.0101 -0.0352 -0.418
N -0.198 3.820 4.933 -0.0194 -0.0052 0.0742 -0.431
C 0.024 3.064 3.734 -0.0921 -0.0468 0.0128 0.207
C 1.315 2.728 3.412 -0.0093 0.0015 0.0438 -0.523
C 1.624 2.055 2.215 0.0335 0.0061 -0.0175 -0.334
C 0.609 1.744 1.358 -0.0030 0.0150 0.0127 -0.016
O 0.794 1.146 0.156 0.0823 0.0408 -0.0153 0.171
C -0.716 2.106 1.649 -0.0110 0.0049 -0.0063 -0.372
N -1.630 1.750 0.714 0.1051 -0.1277 -0.1201 0.896
C -2.885 2.090 0.904 -0.0339 0.0040 -0.0231 -0.379
C -3.297 2.841 2.019 0.0136 -0.0059 -0.0078 -1.885
C -2.382 3.209 2.964 0.0002 0.0152 -0.0130 -0.730
C -1.033 2.808 2.817 -0.0250 -0.0163 0.0532 0.821
H -4.843 1.105 6.201 -0.0013 0.0018 0.0046 0.472
H -3.497 3.196 6.242 -0.0050 -0.0012 0.0079 0.501
H 0.055 0.932 5.489 0.0262 0.0182 -0.0250 0.584
H -1.271 -1.149 5.551 0.0203 -0.0428 -0.0240 0.427
H 2.107 2.989 4.101 -0.0027 0.0054 -0.0034 0.532
H 2.644 1.796 1.970 -0.0002 0.0036 0.0047 0.636
H -3.597 1.795 0.143 -0.0005 -0.0012 0.0134 0.554
H -4.336 3.127 2.102 -0.0025 -0.0033 -0.0036 0.511
H -2.680 3.811 3.810 0.0046 0.0029 -0.0207 0.747
C 3.556 -1.085 5.457 -0.0055 -0.0049 -0.0046 -1.673
C 2.679 -1.317 4.259 0.0157 -0.0038 0.0152 0.989
C 1.375 -1.789 4.404 -0.0195 0.0011 -0.0063 -0.892
C 0.570 -2.012 3.300 0.0021 0.0031 0.0068 -0.553
C 1.076 -1.750 2.035 -0.0297 0.0045 0.0364 -0.377
C 2.373 -1.291 1.859 -0.0214 0.0190 0.0038 -0.353
C 3.165 -1.080 2.974 0.0119 -0.0008 -0.0070 -0.787
S 0.045 -2.030 0.646 0.1306 -0.0946 -0.1583 1.484
O -0.509 -3.347 0.726 -0.0266 0.0200 -0.0231 -0.773
O 0.838 -1.647 -0.535 0.0629 -0.0243 0.1060 -0.215
N -1.072 -0.881 0.616 0.0575 -0.0822 -0.4631 0.012
C -2.479 -1.194 0.737 0.0435 0.0337 0.0516 -0.779
C -3.177 -0.701 -0.522 0.0027 -0.1462 -0.0907 0.308
O -4.305 -0.927 -0.815 -0.0282 0.0898 0.0153 -0.593
O -2.357 0.062 -1.302 0.0896 -0.0413 -0.3841 -0.322
H 3.031 -1.306 6.384 -0.0014 0.0048 0.0014 0.364
H 3.896 -0.049 5.494 0.0000 0.0005 0.0023 0.359
H 4.444 -1.717 5.410 0.0005 0.0000 0.0025 0.416
H 0.998 -2.001 5.397 -0.0045 -0.0049 -0.0019 0.457
H -0.435 -2.402 3.412 0.0077 0.0068 0.0368 0.510
H 2.749 -1.109 0.861 0.0059 -0.0019 0.0024 0.387
H 4.184 -0.733 2.848 0.0005 -0.0011 -0.0049 0.482
H -2.936 -0.680 1.588 -0.0052 -0.0046 0.0069 0.235
H -2.655 -2.264 0.849 -0.0082 -0.0008 -0.0098 0.641
C 2.556 2.471 -1.742 0.0009 0.0256 -0.0468 -0.864
C 2.735 2.530 -3.249 -0.0117 -0.0094 0.0556 0.975
C 4.244 2.518 -3.561 0.0003 -0.0027 0.0026 -1.560
C 2.083 1.422 -4.054 0.0062 0.0243 -0.0136 -0.785
C 2.235 1.473 -5.423 0.0008 0.0193 -0.0136 -0.840
C 1.908 0.400 -6.250 -0.0056 -0.0254 0.0405 -1.222
C 1.534 -0.831 -5.705 0.0242 0.0345 -0.0281 -0.538
C 1.321 -0.948 -4.359 -0.0188 -0.0292 -0.0053 0.504
C 1.149 -2.273 -3.681 0.0339 -0.0014 0.0047 3.199
C 2.500 -2.651 -3.048 -0.0158 0.0110 0.0032 -1.634
C 0.664 -3.385 -4.602 -0.0056 0.0018 0.0020 -1.951
C 1.360 0.269 -3.545 -0.1318 -0.1974 -0.0813 0.977
N 0.612 0.294 -2.451 -0.1571 0.0567 0.0955 0.456
H 3.230 3.190 -1.275 0.0024 0.0100 -0.0001 0.576
H 2.794 1.481 -1.347 0.0138 0.0171 -0.0058 0.200
H 1.550 2.735 -1.433 0.0262 0.0058 -0.0083 -0.475
H 2.319 3.474 -3.613 0.0060 0.0066 -0.0201 0.435
H 4.698 1.592 -3.201 0.0001 -0.0012 0.0034 0.385
H 4.722 3.353 -3.049 0.0053 -0.0053 0.0030 0.451
H 4.460 2.608 -4.623 -0.0118 -0.0034 -0.0045 0.433
H 2.647 2.369 -5.866 0.0040 0.0030 0.0011 0.584
H 2.035 0.498 -7.320 0.0018 0.0006 -0.0025 0.462
H 1.432 -1.693 -6.348 -0.0043 0.0030 -0.0017 0.427
H 0.434 -2.143 -2.873 -0.0244 0.0062 0.0219 -1.787
H 3.259 -2.796 -3.819 0.0002 -0.0029 0.0015 0.420
H 2.392 -3.581 -2.488 0.0067 0.0003 0.0002 0.463
H 2.848 -1.884 -2.355 -0.0058 0.0045 0.0047 0.249
H 1.414 -3.644 -5.353 -0.0055 -0.0069 0.0006 0.558
H -0.261 -3.119 -5.116 0.0010 0.0113 0.0071 0.378
H 0.477 -4.284 -4.014 -0.0089 -0.0028 -0.0016 0.383
Br -2.144 -0.135 -4.567 -0.0178 -0.0499 0.0134 -0.022
C -2.499 -1.879 -3.885 -0.0027 0.0441 0.0048 0.285
C -3.414 -2.667 -4.565 -0.0303 -0.0159 -0.0057 -0.773
C -3.644 -3.941 -4.075 0.0025 0.0274 -0.0123 -0.418
C -2.956 -4.363 -2.947 0.0103 0.0042 0.0196 -1.072
C -2.067 -3.487 -2.351 -0.0297 -0.0382 0.0161 -0.212
N -1.839 -2.251 -2.809 -0.0702 -0.0600 0.0122 0.270
H -3.922 -2.288 -5.439 -0.0019 -0.0072 -0.0009 0.479
H -4.352 -4.593 -4.569 -0.0009 0.0006 -0.0017 0.435
H -3.104 -5.350 -2.533 -0.0031 0.0004 -0.0010 0.475
H -1.510 -3.779 -1.467 0.0074 0.0115 -0.0155 0.575
Cl -0.592 4.399 -0.864 0.0221 -0.0231 0.0091 -0.355
Ge -1.246 2.710 -2.056 -0.0552 0.0412 -0.1022 0.950
Cl -3.374 2.968 -2.237 0.0058 -0.0113 0.0081 -0.305
Cl -0.584 3.215 -4.047 0.0466 -0.0529 0.0167 -0.275

---

Number 1: strongest force on any atom 0.1099 hartree/bohr, total energy -52322.5596 eV. Number 2: strongest force on any atom 0.0054 hartree/bohr, total energy -107615.7800 eV. Number 3: strongest force on any atom 0.0227 hartree/bohr, total energy -309155.4901 eV.